# 1
{
  "formula": "C32H21CdN9O2S3Se",
  "method": "the ωB97M-V functional and the def2-TZVPD basis",
  "elements": ["H", "N", "C", "C", "C", "C", "H", "H", "C", "H", "H", "N", "C", "H", "C", "H", "H", "H", "H", "O", "H", "H", "C", "C", "H", "C", "H", "S", "C", "S", "H", "S", "Se", "C", "C", "C", "C", "H", "C", "N", "H", "O", "C", "N", "C", "C", "C", "H", "C", "N", "H", "Cd", "C", "C", "N", "C", "C", "C", "C", "C", "C", "N", "C", "N", "H", "N", "C", "H", "C"],
  "coordinates": [[3.36, 1.19, 1.95], [-2.54, -1.52, -1.74], [-3.54, 4.52, -1.19], [1.75, -0.20, 1.62], [0.32, -2.38, 1.37], [0.61, -3.87, 1.46], [0.37, 5.79, -0.85], [0.99, -6.91, 0.14], [-1.10, 4.23, -0.77], [1.07, -2.17, 4.25], [2.32, 0.88, -2.24], [-0.96, -0.13, -4.08], [-3.76, 3.12, -0.95], [-6.13, 0.75, -0.58], [-2.66, 2.31, -0.58], [2.26, 4.20, -0.35], [1.72, 1.82, -0.02], [4.78, 1.35, -2.10], [5.38, 1.03, -0.46], [-0.50, -2.16, 0.30], [4.99, -0.80, 1.61], [2.07, -2.70, -0.66], [1.26, -6.16, 2.13], [0.12, -1.79, 3.92], [4.42, -2.06, -0.46], [-1.31, 2.85, -0.55], [-5.87, 3.13, -1.32], [-1.86, -1.13, 2.41], [3.94, -0.91, 1.32], [1.09, -4.64, 2.94], [0.31, -4.47, -0.57], [3.13, -2.36, 2.10], [-3.76, 7.00, -1.56], [-5.17, 1.22, -0.59], [-2.57, -1.34, -5.33], [3.72, -1.27, -0.17], [-1.95, -0.99, -4.11], [5.73, -0.11, -1.78], [0.93, 2.52, -0.23], [-2.81, 1.03, -0.22], [-4.09, -0.50, 0.18], [-0.42, 0.29, -3.01], [1.69, -1.65, 1.19], [1.61, -0.72, -1.14], [2.23, -1.69, -0.26], [0.20, 4.74, -0.70], [0.59, -4.76, 0.43], [0.86, 0.38, 1.81], [-0.32, -1.87, 2.63], [-2.16, 6.38, -1.21], [-0.64, -0.96, 5.81], [-0.73, -0.45, -0.79], [-5.03, 2.53, -0.99], [2.53, 0.08, -1.54], [-3.16, -1.64, -6.26], [1.23, 3.86, -0.42], [3.01, 0.21, 1.68], [-2.22, 5.07, -1.05], [-1.90, -0.69, 4.08], [-2.44, -1.46, -2.89], [-4.03, 0.52, -0.19], [-0.29, 2.02, -0.29], [4.98, 0.57, -1.37], [3.77, -0.15, -1.08], [-2.75, -0.16, 4.46], [-4.48, 5.40, -1.46], [-0.80, -1.11, 4.76], [1.57, -7.02, 2.70], [0.96, -6.07, 0.81]],
  "mulliken_charge": [0.413, -0.716, 0.980, -1.092, 3.355, -0.559, 0.536, 0.417, 0.394, 0.565, 0.525, -0.490, 0.161, 0.427, -0.268, 0.497, 0.130, 0.323, 0.324, -1.512, 0.689, 0.410, -0.456, -0.511, 0.539, -0.411, 0.537, 0.012, -0.231, 0.027, 0.551, -0.166, 0.299, -1.069, -0.121, -0.620, 0.272, 0.337, 0.024, 0.234, 0.518, -0.246, 0.266, -0.260, -0.179, -0.826, -0.803, 0.909, -0.723, -0.876, 0.433, 2.616, -0.602, -0.952, -0.452, -1.337, -1.392, 1.053, -0.682, 0.800, -0.115, 0.275, -0.959, 0.346, 0.497, -0.891, -0.840, 0.488, -0.824],
  "spin_multiplicity": 1,
  "homo_ev": -8.1656,
  "homo_lumo_gap_ev": 6.963,
  "de_lowest_kcal_mol": 21.4,
  "largest_force_ev_per_a": 1.317,
  "total_charge": 0
}


# 2
{
  "formula": "C46H58GeN4O2RbS",
  "method": "the ωB97M-V functional and the def2-TZVPD basis",
  "elements": ["C", "C", "C", "C", "C", "H", "H", "N", "C", "S", "C", "C", "H", "H", "H", "C", "H", "H", "H", "C", "C", "H", "H", "H", "C", "C", "C", "C", "C", "H", "H", "C", "H", "C", "C", "H", "H", "C", "C", "H", "H", "C", "C", "C", "H", "C", "H", "H", "C", "H", "H", "Rb", "N", "H", "H", "H", "C", "H", "H", "H", "H", "H", "H", "C", "C", "H", "H", "H", "C", "C", "C", "O", "H", "C", "Ge", "H", "H", "H", "H", "H", "H", "H", "H", "C", "C", "C", "C", "H", "C", "H", "O", "N", "C", "H", "H", "H", "H", "C", "C", "C", "N", "H", "C", "C", "H", "C", "H", "H", "H", "C", "H", "H", "H"],
  "coordinates": [[3.07, -0.37, 0.51], [0.40, 2.73, -4.32], [1.61, -6.88, -1.48], [-0.80, -2.31, 2.42], [-2.80, -3.55, 2.84], [-0.90, 2.00, -5.90], [1.96, -3.95, 2.58], [1.14, -1.37, 1.46], [2.53, -5.34, 0.10], [2.37, 1.08, 0.17], [-5.06, 3.07, -2.61], [5.90, -3.71, -3.82], [-3.30, 5.57, 0.86], [-5.37, 0.36, -2.53], [-0.80, -1.36, -4.43], [1.57, -4.21, -7.51], [-6.11, 2.75, -2.54], [-4.12, 4.49, -0.27], [-0.59, 5.67, -0.57], [-3.19, 5.02, -0.08], [-1.41, -3.50, 2.81], [7.51, -2.31, -3.70], [0.83, 1.83, -6.24], [-5.60, 1.38, -0.53], [-0.66, 2.71, -3.24], [-4.12, 2.04, -1.96], [1.77, 2.36, -3.73], [1.13, -3.87, -5.15], [1.44, -5.84, -2.38], [2.23, -4.09, -8.36], [-1.47, -5.44, -6.69], [-4.59, 1.80, -0.52], [-3.30, -4.47, 3.11], [2.16, -6.63, -0.23], [6.44, -2.45, -3.67], [4.52, -1.65, -0.14], [-0.95, 5.57, 1.16], [0.69, -2.23, 2.30], [5.60, -1.36, -3.49], [0.98, -3.54, 3.98], [-3.00, 2.60, 1.28], [0.07, 1.77, -5.46], [0.34, -4.83, -7.67], [1.96, -3.74, -6.26], [0.14, 4.40, 0.42], [-0.50, -4.96, -6.57], [2.31, -7.44, 0.48], [-4.16, 0.77, -3.74], [-1.98, 4.08, -0.01], [1.29, 4.20, -5.66], [0.03, 0.74, -5.11], [-0.93, 0.07, -0.67], [-1.49, -1.22, 2.08], [1.34, -0.90, -2.27], [2.09, 3.11, -3.00], [-3.35, -0.39, 1.83], [-0.77, 4.98, 0.26], [4.76, -0.02, -0.49], [2.38, -2.55, 3.57], [-0.44, 4.43, -5.37], [2.53, 2.31, -4.51], [-3.05, 5.73, -0.89], [6.01, -0.36, -3.39], [2.35, -4.30, -0.80], [-2.08, 3.17, 1.24], [1.55, -0.74, -4.01], [2.66, -3.30, -0.53], [-0.82, -4.37, 3.05], [1.55, -3.12, 3.15], [-2.66, 2.49, -2.11], [-1.21, -2.24, -2.55], [-2.09, -1.89, -1.74], [1.32, -7.89, -1.75], [1.80, -4.54, -2.06], [1.67, -3.14, -3.42], [-0.85, -0.16, -3.14], [2.98, -5.15, 1.07], [3.59, -0.67, -3.32], [1.74, 1.40, -3.21], [-4.61, 2.70, 0.09], [4.11, -4.89, -3.88], [6.54, -4.57, -3.96], [3.05, -2.15, 1.54], [3.65, -2.81, -3.60], [-0.12, -4.49, -5.33], [4.22, -1.54, -3.46], [-4.33, 0.70, -2.67], [1.00, -6.05, -3.35], [-0.50, -1.17, -3.40], [-0.79, -4.56, -4.48], [-0.79, -3.40, -2.75], [2.49, -1.36, 1.25], [-3.52, -2.43, 2.49], [-4.97, 4.05, -2.14], [-2.34, 1.57, -4.11], [0.72, 4.87, -4.12], [-1.25, 2.47, 1.22], [-1.94, 2.15, -3.29], [-1.78, 3.29, -1.31], [-0.56, 3.39, -2.02], [4.35, -0.69, 0.13], [-2.01, 3.76, 2.16], [4.52, -3.88, -3.78], [1.01, -1.30, -3.24], [-3.66, -0.07, -2.27], [0.50, 4.14, -4.91], [-3.94, 1.07, -0.02], [-4.80, 3.19, -3.66], [2.93, -3.26, -6.15], [-2.82, -1.29, 2.12], [0.31, 3.94, -1.69], [0.04, -5.20, -8.64], [-4.60, -2.43, 2.48]],
  "mulliken_charge": [-0.071, 2.630, -0.645, 0.665, -0.473, 0.322, 0.356, 0.097, -0.437, -0.120, -1.985, -0.802, 0.416, 0.492, 0.683, -0.681, 0.491, 0.268, 0.402, -1.783, -0.851, 0.376, 0.462, 0.581, 0.028, 2.842, -1.676, -0.036, -0.543, 0.390, 0.403, -1.798, 0.417, -0.788, -0.417, 0.245, 0.500, 0.725, -0.744, 0.511, 0.098, -1.771, -0.456, -0.464, 0.309, -0.798, 0.373, 0.328, 2.689, 0.498, 0.087, 0.609, -0.202, -0.160, 0.322, 0.298, -2.391, 0.307, 0.432, 0.383, 0.514, 0.329, 0.448, 0.325, -1.432, 0.423, 0.008, 0.332, -1.969, -0.288, 0.311, -0.886, 0.422, 0.161, 2.182, -0.705, 0.495, 0.372, 0.170, 0.307, 0.439, 0.394, 0.390, -0.296, -0.157, -0.615, -2.084, 0.261, -0.726, 0.462, -0.613, -0.139, -0.842, 0.278, 0.149, 0.298, 0.130, -0.732, -0.143, -0.523, -0.486, 0.510, -0.158, 0.326, 0.477, -2.064, -0.057, 0.334, 0.328, 0.126, 0.485, 0.373, 0.416],
  "spin_multiplicity": 1,
  "homo_ev": -3.4037,
  "homo_lumo_gap_ev": 5.172,
  "de_lowest_kcal_mol": 31.7,
  "largest_force_ev_per_a": 1.650,
  "total_charge": -1
}


# 3
{
  "formula": "C14H28N",
  "method": "the ωB97M-V functional and the def2-TZVPD basis",
  "elements": ["C", "H", "C", "H", "C", "C", "H", "H", "H", "H", "H", "C", "C", "N", "C", "H", "H", "C", "C", "H", "H", "H", "H", "H", "H", "H", "H", "C", "C", "H", "H", "H", "H", "C", "H", "H", "H", "H", "H", "C", "H", "C", "H"],
  "coordinates": [[-2.57, -1.03, 0.99], [-4.44, 0.98, 1.07], [-0.26, -0.89, -0.06], [-2.29, -0.25, 1.70], [2.68, 0.39, 1.08], [1.02, -1.67, -0.37], [3.56, 1.44, -1.16], [-6.37, 1.28, -0.47], [-0.44, 3.39, -0.42], [0.27, 4.26, 0.95], [4.49, 0.04, -1.74], [1.91, 1.56, 0.69], [2.12, -0.80, -1.00], [3.22, -0.35, -0.10], [0.50, 3.69, 0.05], [1.37, -2.17, 0.53], [2.60, -1.35, -1.82], [-4.66, 0.22, 0.32], [-1.33, -1.80, 0.55], [-1.61, -2.56, -0.18], [4.42, -2.05, -0.47], [-0.06, -0.07, 0.63], [-0.64, -0.45, -0.98], [-0.91, -2.31, 1.42], [1.05, 4.33, -0.63], [2.05, -0.28, 1.67], [-4.86, 1.63, -1.31], [-5.44, 0.85, -0.83], [1.27, 2.53, 0.40], [4.95, 0.85, -0.24], [-3.23, -1.73, 1.53], [4.83, -1.16, 1.00], [3.39, -2.19, 0.96], [4.11, 0.55, -0.86], [-5.28, -0.55, 0.80], [1.66, 0.10, -1.42], [0.76, -2.46, -1.08], [3.53, 0.70, 1.71], [-5.69, 0.10, -1.58], [4.01, -1.50, 0.38], [-2.76, 0.35, -0.65], [-3.36, -0.41, -0.16], [-3.58, -1.19, -0.90]],
  "mulliken_charge": [-0.822, 0.333, -0.155, 0.289, -0.490, -0.703, 0.393, 0.391, 0.314, 0.320, 0.413, -0.299, -0.729, -0.192, -1.223, 0.155, 0.486, -0.417, -0.865, 0.330, 0.386, 0.116, 0.297, 0.404, 0.336, 0.446, 0.321, -1.291, 0.387, 0.382, 0.405, 0.417, 0.389, -0.903, 0.335, 0.526, 0.475, 0.553, 0.322, -0.909, 0.218, -0.438, 0.297],
  "spin_multiplicity": 1,
  "homo_ev": -13.2503,
  "homo_lumo_gap_ev": 10.822,
  "de_lowest_kcal_mol": 2.3,
  "largest_force_ev_per_a": 1.010,
  "total_charge": 1,
  "smiles": "CC#CC[N+](C)(C)CCCCCCCC"
}


# 4
{
  "formula": "C29H32AsF6O2PPt",
  "method": "the ωB97M-V functional and the def2-TZVPD basis",
  "elements": ["C", "H", "C", "H", "C", "H", "C", "C", "C", "H", "H", "H", "C", "C", "H", "C", "C", "F", "C", "H", "H", "C", "H", "C", "C", "As", "C", "H", "H", "C", "C", "C", "C", "H", "P", "F", "F", "F", "O", "H", "C", "H", "H", "C", "C", "H", "H", "Pt", "H", "C", "H", "O", "C", "H", "H", "C", "F", "H", "H", "C", "H", "C", "H", "H", "H", "H", "C", "H", "H", "C", "H", "F"],
  "coordinates": [[3.96, -1.57, -1.54], [2.56, 0.71, -2.41], [-1.37, 2.81, 2.69], [4.61, -3.28, 0.55], [3.91, -2.48, 0.79], [1.06, -1.61, -3.97], [-0.39, 1.88, 2.35], [0.93, 0.04, -5.37], [-1.16, 1.56, -3.15], [-0.64, 2.18, -3.89], [-0.32, -3.81, 5.41], [-3.14, -1.39, 1.97], [-0.56, -0.65, 4.21], [-2.84, 1.45, 0.15], [1.92, 0.44, -5.12], [3.03, -2.10, -0.40], [-2.47, 0.41, 1.00], [1.36, -3.18, -1.78], [-1.01, 4.00, 3.31], [4.46, -1.59, 1.11], [-1.39, 2.20, -2.30], [-0.52, -3.29, 3.34], [-0.57, 0.38, 4.55], [-4.69, -0.52, 0.78], [-5.04, 0.52, -0.07], [0.11, 0.20, -2.56], [-2.45, 0.98, -3.74], [1.71, 1.42, 2.37], [1.76, 1.95, -3.37], [1.66, 2.26, -1.23], [1.30, 3.34, 3.27], [-0.60, -2.50, 0.95], [-0.63, -0.93, 2.85], [0.85, 3.01, -1.29], [-0.73, 0.30, 1.52], [5.08, -2.30, -1.71], [1.84, -4.10, 0.12], [3.24, -4.22, -1.53], [-1.09, -3.47, 0.42], [-4.40, 2.33, -1.03], [0.33, 4.27, 3.59], [2.35, 3.53, 3.50], [-2.25, 0.42, -4.66], [0.38, -0.79, -4.21], [1.69, 1.36, -2.46], [-0.58, -1.24, -4.46], [0.60, 5.20, 4.08], [-0.01, -0.97, -0.33], [-5.41, -1.29, 1.03], [0.95, 2.15, 2.64], [1.05, -0.58, -6.26], [2.15, -1.11, -0.08], [-0.62, -2.26, 2.42], [1.51, 1.67, -0.33], [-0.37, -1.46, 6.19], [-0.42, -3.00, 4.69], [4.36, -0.32, -1.26], [-2.41, 2.61, 2.48], [-6.04, 0.55, -0.50], [-4.12, 1.51, -0.38], [-2.11, 2.22, -0.10], [2.36, -3.41, -0.91], [-0.52, -4.31, 2.98], [-3.16, 1.77, -3.99], [2.60, 2.80, -1.12], [-2.93, 0.30, -3.03], [-0.44, -1.68, 5.13], [-1.77, 4.72, 3.58], [3.26, -2.79, 1.60], [-3.41, -0.58, 1.31], [0.28, 0.87, -5.62], [3.33, -1.52, -2.74]],
  "mulliken_charge": [0.515, 0.125, -0.294, 0.386, -2.131, 0.382, 0.107, -1.271, -0.670, 0.573, 0.417, 0.405, -1.008, -0.303, 0.260, 1.445, 0.032, -0.154, -0.698, 0.472, 0.396, -0.812, 0.463, -0.782, -0.579, 0.223, -1.385, 0.515, 0.727, -1.254, -0.766, 0.149, 0.656, 0.312, 1.206, -0.298, -0.250, -0.306, -0.562, 0.463, -0.528, 0.421, 0.345, -0.753, -0.629, 0.640, 0.387, 1.917, 0.427, -0.182, 0.431, -1.205, 0.063, 0.104, 0.439, -0.701, -0.263, 0.458, 0.388, -0.888, 0.811, 0.238, 0.518, 0.413, 0.460, 0.270, -0.657, 0.423, 0.378, -0.423, 0.275, -0.280],
  "spin_multiplicity": 3,
  "homo_ev": [-6.4084, -7.7951],
  "homo_lumo_gap_ev": [6.679, 6.856],
  "largest_force_ev_per_a": 0.868,
  "total_charge": 0,
  "s_squared": 2.01
}